{"formula": "CH5NS2", "method": "ωB97M-V with the def2-TZVPD basis set", "gap_ev": 8.47, "charge": 0, "largest_force_ev_per_a": 3.11, "homo_energy_ev": -8.07, "e_lumo_ha": 0.015, "elements": ["C", "N", "S", "S", "H", "H", "H", "H", "H"], "coordinates": [[-1.254, -0.140, -0.968], [0.941, -0.779, 0.976], [-1.898, -0.512, 0.603], [1.066, -0.941, -0.676], [-1.854, -0.575, -1.709], [-1.089, 0.912, -0.981], [0.754, -1.691, 1.498], [1.343, 0.037, 1.429], [-2.362, -1.689, 0.124]]}


{"formula": "C6H18CuO6", "method": "ωB97M-V with the def2-TZVPD basis set", "gap_ev": [2.90, 8.78], "charge": 0, "largest_force_ev_per_a": 1.93, "spin_multiplicity": 2, "homo_energy_ev": [-2.43, -8.14], "e_lumo_ha": [0.017, 0.023], "elements": ["Cu", "C", "C", "O", "O", "H", "H", "H", "H", "H", "H", "C", "C", "O", "O", "H", "H", "H", "H", "H", "H", "C", "C", "O", "O", "H", "H", "H", "H", "H", "H"], "coordinates": [[-0.280, -0.052, 0.128], [1.508, -0.571, 2.539], [2.329, -1.217, 1.366], [1.495, -1.706, 0.315], [1.198, 0.764, 2.226], [2.145, -0.580, 3.423], [0.597, -1.074, 2.861], [3.015, -2.001, 1.687], [3.024, -0.526, 0.890], [2.075, -1.717, -0.450], [1.997, 1.286, 2.327], [-3.213, -0.350, -0.469], [-3.219, 0.287, 0.941], [-1.945, 0.644, 1.465], [-2.402, -1.541, -0.513], [-2.930, 0.397, -1.210], [-4.232, -0.600, -0.765], [-3.805, -0.320, 1.631], [-3.728, 1.249, 0.882], [-2.009, 1.183, 2.256], [-2.462, -1.933, -1.387], [1.643, 1.352, -1.674], [0.897, 0.490, -2.733], [0.275, -0.701, -2.144], [0.814, 1.986, -0.742], [2.112, 2.228, -2.122], [2.416, 0.773, -1.169], [1.450, 0.182, -3.620], [-0.009, 1.001, -3.059], [-0.129, -1.163, -2.882], [1.371, 2.229, 0.002]]}


{"formula": "C31H39N4O2", "method": "ωB97M-V with the def2-TZVPD basis set", "gap_ev": 4.69, "charge": 1, "largest_force_ev_per_a": 3.65, "homo_energy_ev": -10.05, "e_lumo_ha": -0.197, "elements": ["C", "C", "C", "C", "N", "C", "C", "O", "C", "C", "H", "H", "H", "H", "H", "H", "H", "H", "H", "H", "H", "H", "H", "H", "H", "C", "N", "C", "O", "C", "C", "C", "C", "C", "C", "C", "C", "N", "C", "C", "C", "C", "C", "C", "C", "C", "N", "C", "C", "C", "C", "C", "H", "H", "H", "H", "H", "H", "H", "H", "H", "H", "H", "H", "H", "H", "H", "H", "H", "H", "H", "H", "H", "H", "H", "H"], "coordinates": [[-3.938, 1.300, 1.401], [-2.613, 0.753, 1.807], [-2.543, -0.629, 2.348], [-1.532, 1.549, 1.717], [-0.171, 1.188, 1.926], [0.736, 2.285, 2.331], [2.125, 1.770, 2.718], [2.691, 0.976, 1.685], [1.867, -0.133, 1.357], [0.472, 0.314, 0.918], [-4.733, 0.571, 1.554], [-4.185, 2.190, 1.980], [-3.940, 1.575, 0.345], [-3.541, -1.065, 2.423], [-1.949, -1.285, 1.712], [-2.110, -0.632, 3.349], [-1.701, 2.564, 1.396], [0.817, 2.981, 1.491], [0.268, 2.836, 3.154], [2.825, 2.593, 2.916], [2.081, 1.159, 3.626], [2.384, -0.697, 0.569], [1.814, -0.782, 2.238], [-0.182, -0.540, 0.712], [0.541, 0.885, -0.013], [-4.061, -8.604, 6.250], [-3.304, -7.677, 5.427], [-2.775, -8.046, 4.210], [-2.841, -9.140, 3.691], [-2.090, -6.813, 3.637], [-2.712, -6.383, 2.305], [-2.615, -7.417, 1.216], [-3.759, -7.974, 0.663], [-3.673, -8.964, -0.296], [-2.439, -9.411, -0.722], [-1.294, -8.848, -0.197], [-1.382, -7.854, 0.758], [-2.195, -5.741, 4.677], [-1.615, -4.509, 4.593], [-1.742, -3.551, 5.580], [-1.198, -2.279, 5.582], [-1.374, -1.338, 6.638], [-0.809, -0.048, 6.540], [-0.954, 0.873, 7.546], [-1.670, 0.561, 8.703], [-1.816, 1.490, 9.730], [-1.940, 2.263, 10.593], [-2.241, -0.708, 8.814], [-2.100, -1.636, 7.813], [-2.980, -6.283, 5.846], [-4.283, -5.511, 6.028], [-2.109, -6.356, 7.098], [-4.180, -9.548, 5.723], [-3.540, -8.781, 7.188], [-5.044, -8.192, 6.468], [-1.028, -7.043, 3.496], [-3.766, -6.150, 2.485], [-2.248, -5.452, 1.964], [-4.722, -7.632, 1.001], [-4.570, -9.400, -0.703], [-2.370, -10.203, -1.452], [-0.328, -9.200, -0.521], [-0.489, -7.413, 1.166], [-1.039, -4.286, 3.714], [-2.329, -3.819, 6.433], [-0.601, -1.970, 4.743], [-0.262, 0.210, 5.650], [-0.518, 1.854, 7.460], [-2.795, -0.941, 9.709], [-2.549, -2.606, 7.933], [-4.879, -5.597, 5.121], [-4.869, -5.916, 6.851], [-4.125, -4.452, 6.214], [-1.256, -7.003, 6.899], [-1.722, -5.388, 7.403], [-2.658, -6.783, 7.936]]}


{"formula": "C44H38O6ReSSbSi", "method": "ωB97M-V with the def2-TZVPD basis set", "gap_ev": [8.16, 7.58], "charge": 1, "largest_force_ev_per_a": 0.51, "spin_multiplicity": 4, "homo_energy_ev": [-11.01, -11.24], "e_lumo_ha": [-0.105, -0.135], "elements": ["Re", "O", "C", "O", "C", "C", "C", "C", "C", "O", "C", "C", "O", "O", "H", "H", "H", "H", "H", "H", "H", "H", "O", "Si", "C", "C", "C", "C", "C", "C", "C", "C", "C", "C", "C", "C", "C", "C", "C", "C", "C", "C", "H", "H", "H", "H", "H", "H", "H", "H", "H", "H", "H", "H", "H", "H", "H", "S", "Sb", "C", "C", "C", "C", "C", "C", "C", "C", "C", "C", "C", "C", "C", "C", "C", "C", "C", "C", "H", "H", "H", "H", "H", "H", "H", "H", "H", "H", "H", "H", "H", "H", "H"], "coordinates": [[-0.362, -0.240, -1.094], [0.318, 3.694, -2.203], [0.316, 2.494, -2.291], [0.238, 1.705, -1.223], [0.482, 1.766, -3.617], [1.505, 0.636, -3.476], [1.973, 0.138, -4.835], [0.734, -0.642, -5.338], [-0.247, -0.454, -4.192], [0.650, -0.467, -3.025], [-0.778, 0.986, -4.128], [-2.010, 1.037, -3.234], [-3.021, 1.604, -3.521], [-1.907, 0.325, -2.093], [0.794, 2.509, -4.348], [2.282, 0.799, -2.733], [2.838, -0.512, -4.734], [2.247, 0.972, -5.479], [0.959, -1.698, -5.468], [0.329, -0.260, -6.273], [-0.992, -1.235, -4.067], [-1.086, 1.353, -5.103], [-0.102, -2.047, -0.778], [0.356, -3.361, 0.162], [-0.706, -3.224, 1.692], [-2.100, -3.169, 1.583], [-2.901, -2.986, 2.697], [-2.320, -2.854, 3.952], [-0.942, -2.905, 4.084], [-0.144, -3.086, 2.962], [0.058, -4.863, -0.894], [1.063, -5.782, -1.193], [0.807, -6.888, -1.992], [-0.461, -7.089, -2.514], [-1.473, -6.180, -2.238], [-1.214, -5.081, -1.436], [2.152, -3.121, 0.593], [2.825, -4.072, 1.364], [4.148, -3.889, 1.737], [4.828, -2.744, 1.345], [4.178, -1.787, 0.580], [2.855, -1.980, 0.211], [-2.575, -3.261, 0.612], [-3.978, -2.947, 2.590], [-2.944, -2.713, 4.825], [-0.486, -2.801, 5.060], [0.934, -3.105, 3.081], [2.067, -5.636, -0.810], [1.601, -7.592, -2.209], [-0.662, -7.951, -3.137], [-2.465, -6.331, -2.645], [-2.019, -4.383, -1.235], [2.311, -4.971, 1.691], [4.649, -4.640, 2.335], [5.862, -2.600, 1.633], [4.706, -0.894, 0.267], [2.371, -1.219, -0.397], [-0.843, 0.186, 1.149], [-0.655, 2.531, 1.262], [-2.113, 3.419, 0.064], [-3.233, 2.669, -0.272], [-4.236, 3.251, -1.037], [-4.117, 4.569, -1.444], [-2.996, 5.313, -1.103], [-1.985, 4.740, -0.349], [-1.243, 2.861, 3.249], [-0.306, 3.166, 4.230], [-0.721, 3.353, 5.541], [-2.063, 3.231, 5.868], [-2.998, 2.923, 4.889], [-2.590, 2.739, 3.578], [1.303, 3.263, 1.182], [2.369, 2.392, 0.992], [3.664, 2.887, 0.990], [3.889, 4.245, 1.171], [2.825, 5.111, 1.368], [1.526, 4.621, 1.382], [-3.319, 1.631, 0.027], [-5.097, 2.664, -1.325], [-4.899, 5.018, -2.043], [-2.901, 6.338, -1.438], [-1.096, 5.315, -0.124], [0.745, 3.258, 3.982], [0.006, 3.594, 6.306], [-2.383, 3.378, 6.892], [-4.045, 2.830, 5.147], [-3.328, 2.510, 2.817], [2.194, 1.330, 0.858], [4.499, 2.213, 0.854], [4.901, 4.629, 1.164], [3.002, 6.168, 1.515], [0.703, 5.304, 1.557]]}